(1)
16
Properties=species:S:1:pos:R:3:forces:R:3:mulliken_charge:R:1 method="wB97M-V/def2-TZVPD" de_lowest_kj_mol=277.16 charge=+1 orbital_gap_ev=9.6 e_homo_ev=-13.88
C 0.698 -2.198 -2.579 0.836 -2.913 -3.174 -0.18
C -1.084 1.081 1.649 -0.010 4.474 1.638 -0.26
C -0.632 0.140 0.679 2.973 0.532 -1.714 0.00
N 1.283 -2.023 -1.491 -1.336 2.315 0.263 -0.48
N 0.523 0.207 0.058 -1.535 -0.738 -0.200 -0.25
N -0.346 2.427 1.650 0.366 -2.746 -3.272 -0.61
H 0.085 -1.483 -3.060 -1.062 0.926 0.207 0.25
H -2.161 1.384 1.620 0.574 -1.439 0.102 0.33
H -0.767 0.575 2.609 -0.832 0.428 -0.596 0.29
H -1.278 -0.680 0.548 -0.256 -1.464 -0.311 0.40
H 0.889 -0.682 -0.533 -0.403 1.113 0.438 0.39
H 0.874 -3.127 -3.329 -0.126 1.888 2.015 0.21
H 1.035 1.112 0.046 -0.365 -0.885 0.585 0.31
H -0.428 2.843 2.500 -0.167 1.247 3.019 0.22
H -0.652 3.116 0.957 -0.218 -0.748 0.147 0.22
H 1.960 -2.691 -1.325 1.560 -1.992 0.854 0.17


(2)
13
Properties=species:S:1:pos:R:3:forces:R:3:mulliken_charge:R:1 method="wB97M-V/def2-TZVPD" de_lowest_kj_mol=110.60 smiles=C[C@H]1C[C@H]1O charge=0 orbital_gap_ev=10.7 e_homo_ev=-9.67
C 0.346 0.957 1.201 -0.024 0.028 0.019 -1.26
C 0.653 0.278 -0.118 0.172 0.069 0.035 0.28
C 0.277 -1.181 -0.233 -0.001 -0.208 0.032 -0.79
C -0.386 -0.159 -1.111 0.319 0.048 -0.110 -0.07
O -1.706 0.276 -0.975 -0.146 -0.036 0.262 -0.54
H 1.162 0.724 1.895 -0.156 0.085 -0.046 0.34
H -0.580 0.589 1.657 0.094 0.056 -0.197 0.27
H 0.274 2.047 1.126 -0.013 -0.158 -0.117 0.31
H -2.262 -0.432 -0.642 0.018 -0.139 -0.049 0.31
H 1.600 0.588 -0.555 -0.064 -0.160 0.063 0.33
H 0.977 -1.874 -0.692 -0.216 0.051 0.010 0.24
H -0.282 -1.597 0.603 0.065 0.139 -0.116 0.27
H -0.073 -0.214 -2.155 -0.048 0.225 0.215 0.29


(3)
57
Properties=species:S:1:pos:R:3:forces:R:3:mulliken_charge:R:1 method="wB97M-V/def2-TZVPD" de_lowest_kj_mol=327.09 charge=0 orbital_gap_ev=10.3 e_homo_ev=-10.38
O -3.151 0.786 -1.308 -3.618 -0.344 -0.559 -0.55
H -2.546 1.457 -1.545 1.079 1.650 -0.052 0.28
H -4.075 1.127 -1.578 2.367 -0.813 0.601 0.29
O -2.782 -0.449 1.081 0.304 -0.244 0.281 -0.59
H -2.394 -0.076 1.905 -0.991 0.297 -1.135 0.35
H -3.124 0.235 0.459 0.708 -0.293 0.791 0.36
O 1.856 -5.073 0.211 1.072 -0.130 -0.723 -0.68
H 2.846 -5.075 0.076 -1.813 0.032 0.922 0.34
H 1.535 -4.607 0.997 0.728 -0.145 -0.014 0.34
O 0.443 1.544 2.031 -1.594 0.514 0.594 -0.57
H 0.391 0.599 2.048 1.115 -0.908 -0.189 0.47
H 1.256 1.930 1.741 0.919 -0.125 0.147 0.19
O 2.320 2.897 -2.679 -0.322 0.720 -1.363 -0.75
H 2.009 3.531 -3.381 0.591 -1.272 0.868 0.33
H 2.270 1.962 -3.038 -0.291 0.622 0.121 0.45
O -2.569 -2.043 3.412 -0.084 -2.688 -0.442 -0.71
H -2.640 -1.129 3.682 -0.924 0.421 -0.178 0.37
H -3.323 -2.557 3.003 1.026 1.999 0.859 0.31
O -0.504 -0.520 -3.283 0.124 -2.298 -0.285 -0.67
H -0.836 -1.473 -3.311 1.019 1.530 -0.020 0.35
H -1.282 -0.121 -2.940 -1.415 0.957 0.540 0.27
O -2.078 2.244 1.808 -2.433 1.395 -0.213 -0.55
H -1.294 1.765 1.901 2.188 -0.746 0.060 0.23
H -2.025 2.519 0.891 -0.382 0.316 -0.308 0.38
O 0.954 -0.831 -0.923 -0.784 1.902 -0.495 -0.63
H 1.236 -1.737 -0.809 -0.237 -0.559 -0.848 0.32
H 0.332 -0.638 -1.700 0.794 -1.300 1.059 0.28
O 2.879 3.124 1.128 0.144 1.538 -0.387 -0.63
H 2.751 4.024 0.688 0.040 -2.019 0.915 0.37
H 2.334 2.546 0.588 0.234 0.204 -0.468 0.17
O 1.043 3.859 -0.654 -0.895 0.521 0.674 -0.82
H 1.524 3.441 -1.392 0.238 -0.221 -0.600 0.50
H 0.739 4.719 -0.959 0.137 0.054 -0.039 0.28
O -1.974 0.548 3.910 0.042 0.539 0.510 -0.64
H -1.274 1.143 3.576 -0.455 -0.288 0.515 0.32
H -2.641 1.134 4.318 0.544 -0.265 -0.506 0.30
O 1.365 -2.767 -3.371 0.209 0.038 -0.052 -0.55
H 1.267 -3.364 -4.125 0.302 0.275 0.166 0.26
H 2.190 -2.260 -3.490 -0.575 -0.427 -0.133 0.30
O 2.392 0.317 -3.290 0.606 -0.455 1.169 -0.82
H 1.891 -0.156 -2.552 0.931 0.686 -0.825 0.50
H 3.330 0.398 -2.985 -1.126 -0.462 -0.181 0.33
O 1.669 -1.244 3.870 0.411 0.590 1.656 -0.65
H 1.128 -1.145 4.686 0.500 -0.183 -1.081 0.31
H 1.096 -1.591 3.197 -0.993 -0.392 -0.631 0.34
O -2.645 -1.793 -1.484 0.842 0.309 0.091 -0.58
H -2.824 -2.720 -1.533 -0.218 -0.984 -0.070 0.25
H -1.984 -1.728 -0.767 -0.631 0.228 -0.164 0.29
O -0.325 -1.929 1.920 0.357 0.529 -0.467 -0.56
H -1.169 -2.001 2.411 -0.133 -0.163 0.120 0.47
H -0.500 -1.242 1.252 0.018 -0.505 0.052 0.10
O -1.657 3.132 -0.945 1.264 0.001 0.566 -0.73
H -0.696 3.265 -0.581 -1.786 0.125 -1.607 0.48
H -1.860 3.637 -1.753 0.776 -0.034 0.747 0.25
O 3.226 -2.504 -0.546 -0.753 -0.852 1.524 -0.60
H 3.030 -1.856 0.139 0.472 0.979 -0.222 0.31
H 2.872 -3.255 -0.008 0.354 0.143 -1.290 0.26


(4)
14
Properties=species:S:1:pos:R:3:forces:R:3:mulliken_charge:R:1 method="wB97M-V/def2-TZVPD" de_lowest_kj_mol=389.44 charge=-1 orbital_gap_ev="7.1 / 7.1" e_homo_ev="-3.27 / -3.27"
C 1.126 0.701 0.319 -1.106 0.558 -0.160 -0.14
C 0.253 -0.314 -0.545 -0.102 1.996 2.123 -0.62
C -1.287 0.273 1.155 2.611 -1.076 2.117 -0.10
N 0.612 1.512 1.103 -0.120 -0.851 0.168 -0.71
N -2.414 0.941 1.446 1.362 -0.551 -1.394 -0.56
N -1.105 -0.068 -0.133 -0.974 0.779 -2.074 -0.14
N -2.815 0.835 2.676 -1.382 0.152 1.285 1.06
O -2.275 0.096 3.541 -0.492 0.816 -0.644 -0.68
O -3.848 1.504 2.889 0.494 -0.513 0.987 -0.69
H 2.160 0.623 0.020 1.037 0.157 -0.110 0.38
H 0.573 -0.133 -1.543 -0.658 -0.008 -1.156 0.42
H 0.522 -1.265 -0.232 0.602 -2.139 0.328 0.27
H -0.648 -0.361 1.910 -1.773 1.368 -1.288 0.26
H -1.638 0.643 -0.658 0.502 -0.687 -0.181 0.26


(5)
118
Properties=species:S:1:pos:R:3:forces:R:3:mulliken_charge:R:1 method="wB97M-V/def2-TZVPD" charge=+1 orbital_gap_ev=10.5 e_homo_ev=-13.21
C -0.847 3.326 -2.521 -0.239 -0.030 -0.071 -0.70
B -0.721 1.783 -2.561 0.083 0.042 -0.261 0.13
O -1.085 1.062 -3.664 -0.095 0.387 0.266 -0.46
N -0.113 0.950 -1.473 -0.071 0.076 0.128 0.03
C -0.238 1.137 -0.155 0.206 0.178 -0.161 0.44
N -0.945 2.111 0.422 -0.159 0.085 0.197 -0.33
C -0.839 1.902 1.715 -0.136 0.174 -0.535 -0.43
N -0.102 0.824 2.013 -0.244 0.245 0.174 0.26
C 0.193 0.246 3.340 0.267 -0.284 -0.261 0.01
Br -0.418 1.501 4.662 -0.182 -0.007 0.247 -0.10
C 1.662 -0.125 3.641 -0.113 -0.249 0.120 -0.48
C 1.995 -1.605 3.422 -0.298 -0.050 0.197 -1.13
Br 2.886 1.096 2.761 0.072 0.108 -0.090 -0.08
N 0.293 0.333 0.782 0.129 -0.068 -0.118 0.32
N 1.066 -0.796 0.646 0.233 -0.061 0.352 -0.26
H -0.937 3.759 -1.531 0.149 0.030 0.092 0.19
H -0.003 3.787 -3.039 0.115 -0.013 0.033 0.35
H -1.732 3.604 -3.093 -0.016 0.066 -0.021 0.25
H -1.707 0.365 -3.426 0.097 -0.439 -0.175 0.29
H 0.426 0.156 -1.780 -0.115 -0.202 -0.009 0.13
H -1.323 2.543 2.428 0.118 -0.128 0.248 0.47
H -0.407 -0.651 3.474 -0.097 -0.002 -0.050 0.35
H 1.793 0.068 4.699 0.110 0.214 -0.029 0.86
H 3.013 -1.752 3.085 0.112 0.004 -0.078 0.14
H 1.887 -2.121 4.376 0.048 -0.004 0.043 0.42
H 1.312 -2.078 2.726 0.098 -0.004 -0.206 0.22
H 2.051 -0.558 0.729 0.060 0.075 -0.077 0.18
H 0.912 -1.253 -0.244 -0.328 -0.137 0.088 0.08
C 0.525 -5.302 0.019 0.323 0.076 0.524 -0.83
C 0.317 -4.328 -1.148 -0.015 -0.323 -0.225 0.98
C -1.054 -3.662 -1.300 -0.072 -0.068 0.159 0.06
F -2.011 -4.552 -1.564 0.157 -0.123 0.101 -0.26
F -0.974 -2.784 -2.340 0.440 0.016 0.256 -0.20
F 0.690 -4.889 -2.307 -0.031 0.026 -0.019 -0.27
F 1.174 -3.270 -0.921 -0.017 0.068 0.077 -0.37
O 0.436 -6.675 -0.270 -0.039 0.141 -0.520 -0.44
C -0.755 -7.353 -0.214 0.081 -0.092 0.192 0.79
C -1.130 -7.948 -1.576 0.025 -0.071 -0.023 0.19
F -1.221 -6.967 -2.496 -0.024 0.043 -0.024 -0.20
F -2.328 -8.550 -1.463 -0.045 -0.022 -0.026 -0.25
F -1.743 -6.586 0.278 -0.089 0.095 -0.032 -0.28
F -0.587 -8.389 0.628 -0.031 -0.043 0.112 -0.30
H 1.566 -5.157 0.309 0.005 0.003 -0.019 0.39
H -0.085 -5.023 0.880 -0.140 0.040 -0.118 0.40
H -1.312 -3.099 -0.397 -0.017 -0.019 0.004 0.30
H -0.376 -8.673 -1.889 0.003 -0.008 -0.003 0.25
C -4.875 7.531 0.134 -0.148 0.457 0.262 -0.77
C -4.730 6.050 0.510 -0.094 -0.045 -0.238 0.93
C -3.315 5.490 0.662 0.079 -0.064 0.014 0.07
F -2.633 5.555 -0.497 0.028 0.024 -0.039 -0.23
F -3.404 4.179 1.009 0.047 -0.001 0.107 -0.28
F -5.431 5.277 -0.341 0.008 -0.011 0.017 -0.26
F -5.285 5.917 1.750 0.012 0.040 0.080 -0.33
O -5.120 7.825 -1.225 -0.025 -0.517 -0.076 -0.38
C -4.111 8.022 -2.123 -0.057 0.186 0.036 0.80
C -4.158 6.995 -3.262 -0.047 0.004 -0.069 0.18
F -4.056 5.742 -2.772 0.027 -0.024 0.007 -0.20
F -3.112 7.216 -4.084 0.028 -0.017 -0.040 -0.26
F -2.902 8.045 -1.537 0.087 -0.057 0.046 -0.28
F -4.305 9.227 -2.696 0.044 0.128 -0.017 -0.30
H -5.782 7.851 0.644 -0.016 -0.013 -0.013 0.41
H -4.058 8.126 0.540 0.119 -0.130 -0.049 0.35
H -2.761 6.026 1.437 -0.030 0.006 0.014 0.30
H -5.092 7.094 -3.817 -0.007 0.000 -0.002 0.24
C 5.717 -3.020 -2.096 -0.256 0.229 -0.401 -0.69
C 7.044 -3.790 -2.041 0.043 0.105 0.203 0.83
C 6.976 -5.316 -1.927 0.057 -0.034 -0.110 0.08
F 6.364 -5.676 -0.779 -0.064 0.005 0.047 -0.21
F 8.230 -5.802 -1.913 0.008 -0.020 0.029 -0.27
F 7.823 -3.288 -1.064 -0.002 -0.027 -0.002 -0.27
F 7.656 -3.551 -3.234 -0.014 0.005 -0.084 -0.32
O 5.270 -2.430 -0.881 0.375 -0.112 0.168 -0.35
C 4.499 -3.085 0.012 -0.091 0.071 -0.159 0.67
C 5.179 -3.220 1.381 -0.039 0.093 0.078 0.15
F 6.318 -3.910 1.274 0.030 -0.091 0.004 -0.23
F 4.333 -3.889 2.204 -0.012 0.015 0.052 -0.24
F 4.051 -4.264 -0.436 0.005 -0.131 -0.016 -0.25
F 3.381 -2.312 0.234 0.028 0.083 0.070 -0.16
H 5.921 -2.167 -2.740 0.016 0.016 0.025 0.43
H 4.933 -3.603 -2.579 0.028 -0.150 0.128 0.32
H 6.436 -5.743 -2.777 -0.017 -0.004 0.011 0.31
H 5.385 -2.231 1.796 0.002 0.001 -0.008 0.25
C 2.173 4.040 5.489 -0.245 -0.484 -0.142 -0.52
C 2.683 5.310 4.796 -0.072 0.115 0.239 0.84
C 4.195 5.466 4.606 0.004 -0.013 -0.128 0.11
F 4.823 5.520 5.793 0.015 -0.015 0.080 -0.22
F 4.426 6.618 3.944 0.023 0.019 0.001 -0.26
F 2.176 6.402 5.393 0.007 0.006 -0.020 -0.28
F 2.175 5.253 3.523 0.001 -0.058 -0.072 -0.32
O 1.837 4.119 6.857 0.094 0.523 -0.028 -0.40
C 2.751 3.880 7.846 -0.117 -0.180 -0.013 0.85
C 2.958 5.109 8.740 -0.056 0.009 0.051 0.18
F 3.384 6.150 8.003 0.040 0.026 -0.031 -0.22
F 3.897 4.811 9.659 0.040 0.020 0.049 -0.26
F 3.914 3.421 7.359 0.113 0.030 -0.053 -0.29
F 2.237 2.911 8.637 0.007 -0.119 0.042 -0.30
H 1.221 3.837 5.003 0.047 0.053 -0.033 0.17
H 2.822 3.188 5.280 0.151 0.119 0.003 0.38
H 4.596 4.635 4.018 0.004 -0.012 0.019 0.26
H 2.022 5.371 9.238 -0.005 -0.001 0.007 0.25
C -4.976 -3.298 -6.335 -0.131 0.179 -0.482 -0.76
C -5.248 -4.608 -5.583 0.226 0.030 0.085 0.92
C -6.299 -4.587 -4.470 -0.086 -0.079 -0.041 0.08
F -5.929 -3.748 -3.479 0.028 0.065 0.026 -0.20
F -6.405 -5.828 -3.954 0.003 -0.002 0.029 -0.26
F -4.091 -5.118 -5.112 -0.018 0.000 0.018 -0.25
F -5.740 -5.473 -6.513 -0.055 -0.012 -0.064 -0.33
O -3.838 -2.551 -5.934 0.080 -0.381 0.247 -0.37
C -3.881 -1.611 -4.959 0.013 0.075 -0.049 0.70
C -2.952 -1.979 -3.797 -0.082 -0.119 -0.063 0.14
F -3.297 -3.142 -3.238 -0.370 0.147 -0.200 -0.23
F -3.065 -1.006 -2.830 0.154 0.048 -0.109 -0.34
F -5.123 -1.352 -4.526 -0.130 -0.030 0.037 -0.29
F -3.380 -0.459 -5.464 -0.014 0.161 -0.049 -0.30
H -4.738 -3.610 -7.350 0.023 -0.006 0.005 0.39
H -5.870 -2.677 -6.396 -0.027 -0.012 0.193 0.34
H -7.272 -4.280 -4.862 0.002 0.023 0.008 0.27
H -1.917 -2.032 -4.138 -0.136 0.108 -0.095 0.36


(6)
14
Properties=species:S:1:pos:R:3:forces:R:3:mulliken_charge:R:1 method="wB97M-V/def2-TZVPD" de_lowest_kj_mol=203.33 smiles="C=C/C=C/O.O" charge=0 orbital_gap_ev=8.8 e_homo_ev=-8.07
C 0.764 2.137 0.177 0.617 0.606 0.402 -0.84
C 0.846 1.031 0.918 -0.312 0.344 -1.236 -0.09
C 0.851 -0.294 0.292 -0.689 -0.176 1.119 -0.19
C 0.460 -1.357 1.004 1.084 -0.223 -0.762 -0.03
O 0.467 -2.644 0.545 -0.383 -0.014 0.380 -0.48
H 0.741 3.121 0.640 -0.060 -0.148 0.064 0.26
H 0.852 2.169 -0.903 -0.239 -0.366 0.006 0.23
H 0.843 1.135 1.996 -0.081 -0.275 0.049 0.27
H 0.983 -0.386 -0.780 0.208 0.099 -0.024 0.22
H 0.220 -1.315 2.051 -0.173 0.052 0.227 0.35
H 0.904 -2.687 -0.307 0.004 0.110 -0.217 0.30
H -2.669 0.160 -2.514 -0.028 0.010 -0.020 0.31
H -2.887 -0.932 -1.469 0.039 0.050 0.007 0.31
O -2.375 -0.136 -1.648 0.014 -0.068 0.003 -0.62


Quick rundown of max |F|, same order as above: 4.76 0.34 3.68 3.53 0.62 1.34 eV/Å
Quick rundown of E_tot, same order as above: -284.27041 -232.40351 -1452.31518 -486.68539 -11093.66185 -307.63499 a.u.